DFT (the ωB97M-V functional and the def2-TZVPD basis) results for a cluster of 9 separate species, C32H57F15O22S4 in total in a non-equilibrium geometry.

Cartesian coordinates (Å):
C (-3.71, 7.30, -2.48)
C (-3.37, 6.95, -0.98)
O (-1.98, 7.07, -0.81)
C (-1.08, 6.02, -1.15)
O (-1.44, 4.89, -1.53)
C (0.49, 6.30, -1.11)
F (0.82, 7.61, -0.71)
F (1.21, 5.31, -0.42)
F (0.94, 6.25, -2.31)
H (-3.15, 8.20, -2.71)
H (-4.73, 7.27, -2.85)
H (-3.23, 6.68, -3.25)
H (-3.76, 5.95, -0.79)
H (-3.91, 7.64, -0.32)
C (6.23, 0.73, -1.40)
C (5.10, 1.32, -2.29)
O (5.21, 2.66, -2.86)
C (4.13, 3.36, -3.33)
O (2.99, 2.87, -3.60)
C (4.35, 4.87, -3.61)
F (3.37, 5.60, -3.08)
F (5.64, 5.12, -3.41)
F (4.15, 5.13, -4.93)
H (7.17, 0.62, -1.95)
H (5.94, -0.26, -1.04)
H (6.47, 1.37, -0.54)
H (4.36, 1.54, -1.53)
H (4.50, 0.60, -2.84)
C (-0.24, -3.38, -3.29)
C (-1.11, -4.64, -3.30)
O (-0.44, -5.68, -2.59)
C (-0.55, -5.95, -1.26)
O (-1.17, -5.11, -0.47)
C (0.36, -7.10, -0.75)
F (-0.37, -7.95, -0.13)
F (0.93, -7.70, -1.77)
F (1.30, -6.70, 0.04)
H (-0.89, -2.53, -3.50)
H (0.69, -3.42, -3.85)
H (0.05, -3.12, -2.27)
H (-1.29, -5.04, -4.30)
H (-2.12, -4.57, -2.89)
C (-6.91, 4.37, 1.71)
C (-5.77, 4.44, 0.67)
O (-5.22, 3.26, 0.12)
C (-5.98, 2.32, -0.59)
O (-7.12, 2.40, -0.90)
C (-5.12, 1.14, -1.21)
F (-3.82, 1.15, -0.61)
F (-5.69, -0.03, -0.94)
F (-5.00, 1.29, -2.49)
H (-6.73, 3.66, 2.51)
H (-7.88, 4.06, 1.31)
H (-6.97, 5.31, 2.24)
H (-4.90, 4.85, 1.19)
H (-6.18, 5.08, -0.12)
C (-1.08, -4.56, 2.70)
C (0.15, -5.42, 2.77)
O (-0.15, -6.78, 3.01)
C (0.80, -7.60, 3.58)
O (1.99, -7.29, 3.79)
C (0.25, -9.04, 3.86)
F (0.40, -9.39, 5.14)
F (-0.99, -9.32, 3.50)
F (1.08, -9.78, 3.19)
H (-1.75, -4.89, 3.50)
H (-1.53, -4.57, 1.71)
H (-0.71, -3.54, 2.85)
H (0.65, -4.97, 3.64)
H (0.82, -5.22, 1.93)
C (-0.89, 1.50, -1.51)
C (0.16, 0.99, -0.58)
O (0.90, -0.02, -1.29)
S (2.11, -0.75, -0.38)
C (0.96, -2.13, 0.24)
O (3.11, -1.33, -1.27)
O (2.44, -0.06, 0.89)
H (-1.43, 2.36, -1.10)
H (-1.57, 0.70, -1.79)
H (-0.45, 1.82, -2.45)
H (0.91, 1.73, -0.30)
H (-0.27, 0.55, 0.31)
H (0.92, -2.32, 1.31)
H (1.24, -3.07, -0.24)
H (-0.04, -1.85, -0.09)
C (-2.89, 3.33, -4.76)
C (-4.33, 3.81, -4.92)
O (-5.12, 2.88, -5.63)
S (-6.73, 3.25, -5.97)
C (-7.54, 2.99, -4.27)
O (-6.77, 4.68, -6.40)
O (-7.22, 2.19, -6.89)
H (-2.32, 3.27, -5.69)
H (-2.73, 2.40, -4.21)
H (-2.35, 4.09, -4.19)
H (-4.76, 4.03, -3.94)
H (-4.44, 4.84, -5.28)
H (-8.62, 3.12, -4.29)
H (-7.17, 3.73, -3.56)
H (-7.39, 1.91, -4.16)
C (4.03, -5.02, 4.79)
C (3.37, -3.87, 3.91)
O (4.20, -3.33, 2.89)
S (4.41, -4.25, 1.54)
C (5.42, -2.93, 0.76)
O (5.25, -5.37, 1.82)
O (3.17, -4.38, 0.76)
H (4.11, -5.83, 4.07)
H (3.42, -5.51, 5.55)
H (4.95, -4.67, 5.26)
H (2.31, -3.90, 3.64)
H (3.32, -3.06, 4.63)
H (4.85, -2.00, 0.75)
H (5.75, -3.30, -0.21)
H (6.37, -2.92, 1.29)
C (2.62, 0.52, 7.52)
C (2.33, 0.29, 6.05)
O (3.33, 1.06, 5.32)
S (4.78, 0.34, 4.86)
C (4.36, 0.20, 3.10)
O (5.83, 1.35, 5.00)
O (4.93, -1.01, 5.49)
H (2.56, 1.56, 7.83)
H (3.64, 0.16, 7.68)
H (1.93, -0.01, 8.18)
H (2.26, -0.78, 5.86)
H (1.38, 0.70, 5.68)
H (3.97, 1.15, 2.72)
H (3.69, -0.65, 3.15)
H (5.25, -0.15, 2.58)

As for the largest force on an atom: 0.1433 Eh/bohr. Its lowest unoccupied orbital energy is -0.15 eV. As for the total charge: 0. The gap between HOMO and LUMO is 0.3958 hartree. Its energy relative to the best compared isomer or geometry (same formula, charge and spin) is 6.293 eV. Its SMILES is CCOC(=O)C(F)(F)F.CCOC(=O)C(F)(F)F.CCOC(=O)C(F)(F)F.CCOC(=O)C(F)(F)F.CCOC(=O)C(F)(F)F.CCOS(C)(=O)=O.CCOS(C)(=O)=O.CCOS(C)(=O)=O.CCOS(C)(=O)=O. The spin multiplicity is 1.